[1]
Computed, not measured: 7 unconnected molecules or ions with the total composition C29H49N6O10 in a non-equilibrium geometry, with ωB97M-V with the def2-TZVPD basis set.

Results
- HOMO level (eV) = -4.0
- total charge = -1
- LUMO energy (hartree) = 0.0717

Geometry (Å):
C: 5.042 -1.078 1.114
C: 4.028 -0.743 0.546
C: 2.802 -0.474 -0.312
O: 1.646 -1.160 0.229
C: 0.967 -0.453 1.202
O: 1.446 -0.070 2.234
C: -0.526 -0.226 0.898
C: -1.235 0.903 1.393
C: -2.615 1.034 1.019
C: -3.257 0.063 0.210
C: -2.524 -1.068 -0.267
C: -1.160 -1.230 0.084
C: 2.620 1.080 -0.495
O: 2.063 1.506 -1.538
O: 3.065 1.884 0.380
H: 6.064 -1.170 1.468
H: 2.964 -0.907 -1.320
H: -0.708 1.620 2.036
H: -3.164 1.918 1.380
H: -4.318 0.162 -0.091
H: -3.003 -1.821 -0.916
H: -0.587 -2.108 -0.257
C: 6.621 -3.960 0.878
O: 7.232 -2.960 0.558
N: 7.187 -5.119 1.288
C: 6.397 -6.279 1.660
C: 8.632 -5.201 1.360
H: 5.519 -3.996 0.859
H: 6.613 -6.538 2.698
H: 6.662 -7.118 1.011
H: 5.333 -6.071 1.557
H: 9.007 -4.441 2.049
H: 9.057 -5.011 0.372
H: 8.935 -6.189 1.705
C: -6.381 1.541 -1.196
O: -6.162 0.728 -0.314
N: -7.142 2.645 -1.076
C: -7.319 3.557 -2.191
C: -7.791 2.922 0.192
H: -5.945 1.431 -2.202
H: -6.952 4.546 -1.910
H: -8.382 3.623 -2.447
H: -6.751 3.199 -3.059
H: -7.035 3.016 0.975
H: -8.455 2.095 0.450
H: -8.364 3.845 0.126
C: -6.150 3.826 -5.650
O: -5.776 3.793 -4.490
N: -5.826 4.787 -6.533
C: -6.292 4.761 -7.903
C: -4.976 5.888 -6.092
H: -6.795 3.039 -6.078
H: -5.433 4.735 -8.578
H: -6.880 5.660 -8.103
H: -6.913 3.884 -8.084
H: -4.026 5.494 -5.732
H: -5.468 6.411 -5.269
H: -4.799 6.579 -6.912
C: -2.801 0.397 4.889
O: -2.227 1.436 4.645
N: -2.189 -0.763 5.216
C: -2.931 -1.974 5.493
C: -0.736 -0.790 5.288
H: -3.902 0.314 4.856
H: -2.712 -2.309 6.511
H: -2.634 -2.751 4.785
H: -4.002 -1.798 5.399
H: -0.397 -0.068 6.033
H: -0.317 -0.509 4.319
H: -0.391 -1.786 5.560
C: -1.523 4.936 -6.318
O: -2.042 5.884 -5.751
N: -0.840 3.952 -5.706
C: -0.248 2.852 -6.441
C: -0.691 3.993 -4.257
H: -1.578 4.811 -7.414
H: -0.675 1.911 -6.090
H: 0.831 2.843 -6.272
H: -0.440 2.954 -7.508
H: -1.677 3.986 -3.791
H: -0.180 4.913 -3.972
H: -0.118 3.136 -3.910
C: 7.973 -6.465 5.134
O: 7.006 -7.041 4.669
N: 7.917 -5.369 5.917
C: 9.110 -4.731 6.437
C: 6.617 -4.809 6.247
H: 9.004 -6.808 4.942
H: 9.077 -4.735 7.528
H: 9.154 -3.700 6.080
H: 10.004 -5.259 6.106
H: 6.020 -5.561 6.768
H: 6.097 -4.530 5.329
H: 6.734 -3.932 6.881

Okay, here come the Löwdin numbers, in e, for every atom: 0.087 -0.042 -0.205 -0.015 -0.416 0.135 -0.105 -0.005 -0.072 -0.083 -0.087 -0.027 -0.679 -0.085 -0.066 0.025 0.147 0.122 0.099 0.059 0.092 0.110 -0.351 -0.007 -0.196 -0.053 -0.053 0.132 0.049 0.088 0.088 0.087 0.089 0.082 -0.327 -0.015 -0.194 -0.066 -0.047 0.143 0.094 0.088 0.039 0.092 0.088 0.082 -0.327 -0.013 -0.190 -0.063 -0.027 0.137 0.088 0.087 0.080 0.058 0.097 0.092 -0.360 0.013 -0.199 -0.070 -0.029 0.129 0.083 0.089 0.079 0.092 0.083 0.085 -0.354 -0.021 -0.193 -0.058 -0.017 0.131 0.092 0.094 0.077 0.095 0.096 0.097 -0.349 -0.007 -0.197 -0.060 -0.032 0.134 0.088 0.092 0.082 0.093 0.097 0.088



[2]
Computed, not measured: 3 unconnected molecules or ions with the total composition C29H50F4N6O3 in a non-equilibrium geometry, with ωB97M-V with the def2-TZVPD basis set.

Results
- HOMO level (spin up / spin down) (eV) = -8.3 / -9.0
- total charge = 0
- LUMO energy (spin up / spin down) (hartree) = 0.0170 / 0.0137
- multiplicity = 3

Geometry (Å):
N: 0.051 -5.816 -1.372
C: 0.418 -5.117 -2.207
C: 0.803 -4.246 -3.332
N: 1.654 -5.072 -4.218
C: -0.423 -3.675 -4.100
C: -1.775 -3.588 -3.360
C: -2.116 -2.234 -2.813
F: -2.191 -2.106 -1.477
C: -2.323 -1.160 -3.553
F: -2.674 -1.212 -4.819
F: -2.196 0.079 -3.140
C: 1.747 -3.124 -2.765
F: 2.688 -3.756 -2.008
C: 2.420 -2.504 -3.933
N: 2.945 -2.079 -4.860
C: 0.968 -2.083 -1.955
C: 1.772 -1.149 -1.032
O: 2.548 -1.833 -0.067
C: 2.659 -0.125 -1.763
N: 4.013 -0.604 -2.042
H: 1.274 -6.012 -4.261
H: 1.610 -4.702 -5.162
H: -0.161 -2.667 -4.439
H: -0.557 -4.261 -5.010
H: -2.562 -3.830 -4.082
H: -1.873 -4.321 -2.558
H: 0.197 -2.589 -1.367
H: 0.466 -1.432 -2.678
H: 1.017 -0.553 -0.500
H: 1.991 -2.047 0.687
H: 2.148 0.251 -2.657
H: 2.740 0.730 -1.086
H: 4.153 -0.750 -3.033
H: 4.690 0.075 -1.727
C: -6.218 -2.604 1.296
C: -4.831 -2.077 1.694
C: -3.806 -3.215 1.674
C: -3.952 -4.182 2.847
C: -3.922 -3.427 4.174
C: -4.955 -2.300 4.255
N: -4.865 -1.424 3.041
O: -3.914 -0.563 3.161
C: -6.368 -2.890 4.417
C: -4.702 -1.453 5.497
C: -4.460 -1.039 0.641
H: -6.964 -1.811 1.369
H: -6.186 -2.944 0.261
H: -6.558 -3.447 1.889
H: -2.799 -2.785 1.696
H: -3.896 -3.751 0.726
H: -4.876 -4.761 2.753
H: -3.136 -4.907 2.822
H: -4.094 -4.115 5.006
H: -2.922 -3.005 4.317
H: -7.129 -2.136 4.212
H: -6.500 -3.227 5.445
H: -6.557 -3.753 3.785
H: -3.688 -1.061 5.525
H: -4.848 -2.074 6.381
H: -5.396 -0.613 5.546
H: -5.133 -0.180 0.676
H: -4.538 -1.494 -0.346
H: -3.442 -0.679 0.761
C: 2.460 6.912 0.285
C: 2.673 5.419 0.580
C: 3.347 5.236 1.942
C: 4.827 5.612 1.945
C: 5.575 4.855 0.850
C: 4.960 5.035 -0.540
N: 3.484 4.764 -0.499
O: 3.246 3.500 -0.549
C: 5.254 6.450 -1.069
C: 5.613 4.068 -1.522
C: 1.282 4.794 0.607
H: 2.039 7.049 -0.712
H: 1.754 7.319 1.009
H: 3.361 7.511 0.360
H: 3.251 4.189 2.248
H: 2.804 5.829 2.682
H: 4.947 6.692 1.820
H: 5.261 5.368 2.916
H: 6.618 5.177 0.811
H: 5.584 3.790 1.101
H: 4.616 6.687 -1.921
H: 6.290 6.499 -1.405
H: 5.136 7.229 -0.322
H: 5.541 3.036 -1.187
H: 6.670 4.320 -1.613
H: 5.155 4.142 -2.509
H: 0.809 4.849 -0.374
H: 0.665 5.344 1.318
H: 1.308 3.752 0.917

Okay, here come the Löwdin numbers, in e, for every atom: 0.207 -0.162 -0.412 0.096 -0.085 -0.089 -0.238 0.071 -0.339 0.157 0.164 -0.406 0.087 -0.139 0.212 -0.049 -0.356 -0.017 -0.211 0.033 0.093 0.085 0.119 0.122 0.128 0.113 0.123 0.122 0.145 0.098 0.116 0.106 0.039 0.063 -0.030 -0.491 -0.133 -0.171 -0.133 -0.493 -0.092 -0.022 -0.034 -0.046 -0.048 0.094 0.087 0.055 0.124 0.122 0.103 0.114 0.125 0.125 0.094 0.084 0.058 0.079 0.086 0.093 0.093 0.077 0.078 -0.032 -0.494 -0.133 -0.172 -0.133 -0.490 -0.088 -0.034 -0.033 -0.044 -0.045 0.094 0.087 0.056 0.125 0.124 0.103 0.113 0.126 0.126 0.094 0.085 0.059 0.073 0.087 0.094 0.092 0.088 0.078



[3]
Computed, not measured: a single C29H50O2 molecule, with ωB97M-V with the def2-TZVPD basis set.

Results
- HOMO level (eV) = -7.5
- total charge = 0
- ΔE to the lowest compared entry with this formula, charge and spin (eV) = 0.245
- SMILES = Cc1c(C)c2c(c(C)c1O)CC[C@](C)(CCC[C@H](C)CCC[C@H](C)CCCC(C)C)O2
- LUMO energy (hartree) = 0.0251

Geometry (Å):
C: -6.085 1.332 0.453
C: -5.186 0.973 -0.703
C: -4.240 1.865 -1.200
C: -3.441 1.487 -2.286
C: -3.593 0.236 -2.881
C: -4.518 -0.669 -2.364
C: -5.306 -0.294 -1.280
O: -6.208 -1.210 -0.798
H: -6.668 -0.826 -0.044
C: -4.677 -2.035 -2.963
H: -3.718 -2.551 -3.005
H: -5.070 -1.968 -3.977
H: -5.367 -2.619 -2.363
C: -2.762 -0.140 -4.078
C: -2.095 1.088 -4.683
H: -2.848 1.684 -5.206
H: -1.329 0.801 -5.403
C: -1.491 1.970 -3.587
C: -0.907 3.248 -4.193
H: -0.125 3.012 -4.907
H: -1.692 3.801 -4.702
H: -0.498 3.878 -3.408
C: -0.444 1.238 -2.725
C: 0.701 0.585 -3.496
C: 1.791 0.066 -2.553
H: 1.307 -0.437 -1.714
H: 2.394 -0.680 -3.075
C: 2.726 1.165 -2.032
C: 3.803 1.483 -3.069
H: 4.409 2.327 -2.746
H: 3.357 1.734 -4.028
H: 4.457 0.625 -3.209
C: 3.379 0.752 -0.706
C: 2.443 0.893 0.493
H: 1.534 0.310 0.329
C: 3.108 0.421 1.784
H: 3.392 -0.625 1.656
H: 4.025 0.991 1.950
C: 2.208 0.555 3.018
C: 2.122 2.012 3.471
H: 1.766 2.651 2.668
H: 3.102 2.367 3.785
H: 1.437 2.112 4.310
C: 2.720 -0.317 4.173
C: 2.399 -1.801 4.002
C: 2.938 -2.627 5.168
H: 4.029 -2.566 5.181
H: 2.574 -2.188 6.101
C: 2.518 -4.101 5.129
C: 3.138 -4.836 3.943
H: 4.223 -4.757 3.974
H: 2.787 -4.426 3.000
H: 2.871 -5.891 3.972
C: 2.920 -4.790 6.432
H: 2.605 -5.831 6.429
H: 2.461 -4.297 7.287
H: 4.000 -4.759 6.559
H: 1.427 -4.147 5.035
H: 1.315 -1.927 3.942
H: 2.828 -2.163 3.068
H: 3.801 -0.186 4.268
H: 2.265 0.028 5.105
H: 1.200 0.216 2.753
H: 2.148 1.940 0.587
H: 4.257 1.379 -0.532
H: 3.725 -0.281 -0.784
H: 2.143 2.075 -1.854
H: 1.138 1.299 -4.194
H: 0.315 -0.253 -4.079
H: -0.041 1.969 -2.021
H: -0.958 0.477 -2.133
O: -2.537 2.418 -2.726
H: -2.009 -0.878 -3.785
H: -3.398 -0.615 -4.829
C: -4.050 3.229 -0.598
H: -3.816 3.157 0.463
H: -3.231 3.733 -1.102
H: -4.948 3.834 -0.717
H: -5.878 0.699 1.318
H: -5.940 2.362 0.755
H: -7.135 1.215 0.176

Okay, here come the Löwdin numbers, in e, for every atom: -0.032 -0.162 -0.143 -0.165 -0.107 -0.155 -0.229 0.046 0.081 -0.025 0.084 0.086 0.073 -0.123 -0.106 0.133 0.121 -0.499 0.000 0.082 0.089 0.090 -0.112 -0.181 -0.174 0.106 0.117 -0.390 -0.071 0.076 0.069 0.082 -0.188 -0.202 0.112 -0.185 0.107 0.122 -0.391 -0.073 0.066 0.082 0.075 -0.193 -0.209 -0.202 0.122 0.114 -0.447 -0.081 0.082 0.067 0.074 -0.089 0.073 0.073 0.079 0.133 0.122 0.097 0.123 0.113 0.137 0.110 0.116 0.123 0.129 0.102 0.109 0.121 0.127 -0.019 0.120 0.119 -0.028 0.086 0.074 0.087 0.093 0.066 0.090



[4]
Computed, not measured: a molecular structure, C29H51BrN2O14P2S6 in a non-equilibrium geometry, with ωB97M-V with the def2-TZVPD basis set.

Results
- HOMO level (eV) = -8.8
- total charge = 0
- ΔE to the lowest compared entry with this formula, charge and spin (eV) = 0.000
- LUMO energy (hartree) = -0.0251

Geometry (Å):
C: 7.700 3.224 0.073
C: 7.769 3.437 -1.439
C: 6.615 2.839 -2.226
O: 5.359 3.103 -1.596
C: 4.518 2.062 -1.369
C: 4.890 0.938 -0.716
C: 3.910 -0.054 -0.489
N: 4.093 -1.218 0.149
S: 2.665 -1.946 0.176
N: 1.767 -0.888 -0.602
C: 2.565 0.134 -0.920
C: 2.216 1.329 -1.597
Br: 0.417 1.461 -2.100
C: 3.161 2.267 -1.837
P: 2.865 3.830 -2.716
P: 2.189 5.073 -1.067
O: 0.979 5.839 -1.406
O: 2.004 4.141 0.215
O: 3.468 5.924 -0.654
H: 8.703 3.278 0.498
H: 7.296 2.253 0.351
H: 7.117 4.001 0.561
H: 7.787 4.510 -1.632
H: 8.693 3.013 -1.834
H: 6.742 1.769 -2.401
H: 6.580 3.313 -3.211
H: 5.897 0.774 -0.365
H: 1.640 3.615 -3.352
H: 1.151 4.359 0.618
H: 3.990 6.176 -1.426
C: -0.460 -3.855 -4.147
C: -1.427 -3.154 -3.183
C: -1.115 -1.653 -3.248
S: -0.455 -1.343 -4.893
O: 0.923 -0.932 -4.773
O: -1.382 -0.557 -5.668
C: -0.493 -3.048 -5.441
H: -0.746 -4.892 -4.318
H: 0.552 -3.848 -3.735
H: -2.451 -3.334 -3.499
H: -1.328 -3.528 -2.170
H: -1.998 -1.032 -3.111
H: -0.346 -1.366 -2.533
H: 0.356 -3.222 -6.098
H: -1.426 -3.194 -5.984
C: -5.329 -2.844 0.950
C: -5.092 -4.146 1.722
C: -4.254 -5.066 0.821
S: -3.281 -3.977 -0.227
O: -3.715 -4.157 -1.589
O: -1.884 -4.062 0.127
C: -3.971 -2.443 0.385
H: -5.740 -2.067 1.592
H: -6.035 -3.012 0.134
H: -4.551 -3.931 2.641
H: -6.028 -4.623 2.003
H: -3.572 -5.699 1.384
H: -4.870 -5.677 0.165
H: -4.021 -1.730 -0.434
H: -3.302 -2.076 1.164
C: -4.911 -1.004 7.084
C: -4.325 0.092 6.182
C: -4.568 -0.334 4.728
S: -6.053 -1.352 4.751
O: -5.698 -2.696 4.359
O: -7.130 -0.671 4.082
C: -6.297 -1.311 6.523
H: -4.967 -0.686 8.123
H: -4.286 -1.898 7.038
H: -4.833 1.038 6.378
H: -3.264 0.245 6.369
H: -4.743 0.506 4.061
H: -3.759 -0.952 4.343
H: -6.706 -2.266 6.843
H: -7.004 -0.509 6.733
C: 5.269 -6.535 0.580
C: 3.761 -6.721 0.357
C: 3.057 -6.370 1.674
S: 4.119 -5.174 2.501
O: 4.616 -5.757 3.720
O: 3.480 -3.882 2.514
C: 5.425 -5.188 1.277
H: 5.823 -6.563 -0.357
H: 5.652 -7.332 1.221
H: 3.423 -6.048 -0.433
H: 3.520 -7.737 0.047
H: 2.081 -5.915 1.526
H: 2.968 -7.230 2.335
H: 6.378 -5.053 1.782
H: 5.241 -4.357 0.595
C: -2.194 8.928 -1.460
C: -1.819 7.648 -2.218
C: -2.620 6.499 -1.598
S: -4.126 7.234 -0.945
O: -4.124 7.102 0.492
O: -5.265 6.801 -1.713
C: -3.717 8.928 -1.363
H: -1.827 9.821 -1.964
H: -1.761 8.906 -0.457
H: -2.083 7.757 -3.272
H: -0.752 7.438 -2.162
H: -2.897 5.736 -2.321
H: -2.090 6.044 -0.764
H: -4.117 9.584 -0.593
H: -4.182 9.147 -2.323

Löwdin population analysis, charges in e, atoms 1 to 99: -0.091 -0.217 -0.188 -0.120 -0.298 0.054 -0.341 -0.207 1.038 -0.238 -0.409 -0.614 0.862 -0.427 0.910 0.246 -0.327 -0.153 -0.156 0.072 0.057 0.077 0.107 0.110 0.126 0.124 0.117 -0.098 0.090 0.071 -0.212 -0.220 -0.232 0.643 -0.344 -0.329 -0.231 0.115 0.117 0.104 0.076 0.102 0.051 0.104 0.107 -0.210 -0.219 -0.210 0.668 -0.323 -0.333 -0.220 0.102 0.123 0.094 0.119 0.101 0.103 0.108 0.106 -0.219 -0.210 -0.217 0.662 -0.325 -0.317 -0.228 0.116 0.120 0.118 0.115 0.104 0.103 0.108 0.109 -0.219 -0.212 -0.215 0.652 -0.316 -0.371 -0.228 0.115 0.119 0.115 0.113 0.102 0.104 0.109 0.098 -0.220 -0.215 -0.219 0.659 -0.329 -0.330 -0.235 0.113 0.119



[5]
Computed, not measured: 3 unconnected molecules or ions with the total composition C29H51ClI2NO10 in a non-equilibrium geometry, with ωB97M-V with the def2-TZVPD basis set.

Results
- HOMO level (eV) = -10.7
- total charge = +1
- LUMO energy (hartree) = -0.1741

Geometry (Å):
C: -3.004 2.576 0.156
C: -2.583 2.772 1.693
O: -3.556 2.106 2.551
C: -3.013 0.944 3.205
C: -2.587 -0.247 2.229
C: -1.090 -0.716 2.308
C: 0.000 -0.084 3.280
O: 0.291 1.138 3.126
O: 0.678 -0.759 4.331
C: -0.235 -1.421 5.250
C: 0.347 -2.901 5.519
C: -0.004 -3.964 4.380
O: 0.855 -4.876 4.163
O: -1.203 -4.000 3.628
C: -0.656 -1.878 1.367
C: 0.870 -2.342 1.394
I: 1.167 -4.434 0.791
C: 1.833 -1.460 0.405
C: 3.109 -0.838 1.201
I: 0.809 0.172 -0.608
C: -1.728 -2.512 0.465
N: -3.124 -2.075 0.399
C: -3.989 -2.845 -0.544
C: -3.410 -2.807 -2.075
C: -2.893 -4.305 -2.459
O: -4.419 -2.481 -3.054
C: -3.565 -0.966 1.224
C: -5.056 -0.418 1.165
C: -5.877 -0.627 2.564
C: -6.599 0.748 3.044
Cl: -6.447 1.039 4.860
H: -2.071 2.833 -0.475
H: -3.890 3.277 -0.073
H: -3.296 1.498 -0.114
H: -1.543 2.378 1.954
H: -2.664 3.901 1.937
H: -3.861 0.527 3.876
H: -2.192 1.287 3.920
H: -1.321 -1.476 4.900
H: -0.253 -0.897 6.280
H: -0.095 -3.316 6.503
H: 1.498 -2.882 5.592
H: -1.148 -4.758 3.002
H: 1.359 -2.255 2.436
H: 2.289 -2.155 -0.387
H: 2.799 0.060 1.851
H: 3.882 -0.420 0.449
H: 3.660 -1.627 1.817
H: -1.393 -3.371 -0.220
H: -3.883 -3.956 -0.230
H: -5.101 -2.614 -0.481
H: -2.464 -2.147 -2.148
H: -1.891 -4.563 -1.959
H: -2.828 -4.475 -3.583
H: -3.649 -5.079 -2.044
H: -5.034 -1.815 -2.669
H: -5.674 -0.763 0.273
H: -4.969 0.733 1.056
H: -6.726 -1.386 2.424
H: -5.217 -1.017 3.408
H: -6.184 1.680 2.533
H: -7.731 0.735 2.811
C: 4.343 0.505 -3.109
O: 4.029 -0.856 -3.376
C: 3.053 -0.994 -4.407
C: 3.694 -1.401 -5.728
O: 4.508 -0.354 -6.252
C: 5.894 -0.591 -6.045
H: 5.227 0.533 -2.468
H: 4.562 1.058 -4.026
H: 3.514 0.981 -2.580
H: 2.470 -0.072 -4.521
H: 2.366 -1.787 -4.090
H: 2.903 -1.588 -6.461
H: 4.271 -2.326 -5.614
H: 6.240 -1.387 -6.710
H: 6.107 -0.859 -5.006
H: 6.435 0.326 -6.283
C: 5.210 4.135 -1.861
O: 3.943 3.528 -1.648
C: 3.382 3.870 -0.382
C: 2.294 4.928 -0.526
O: 2.839 6.179 -0.937
C: 2.618 6.438 -2.317
H: 5.482 3.999 -2.909
H: 5.187 5.206 -1.644
H: 5.966 3.648 -1.238
H: 4.161 4.200 0.315
H: 2.933 2.957 0.024
H: 1.828 5.089 0.452
H: 1.512 4.594 -1.219
H: 1.565 6.679 -2.488
H: 2.908 5.586 -2.939
H: 3.226 7.298 -2.604

Okay, here come the Löwdin numbers, in e, for every atom: -0.074 -0.205 -0.203 -0.158 0.047 0.031 -0.338 0.083 -0.038 -0.148 -0.035 -0.406 -0.022 0.019 -0.201 -0.661 0.967 -0.769 -0.159 0.892 0.033 -0.015 -0.070 -0.346 -0.052 -0.052 -0.009 -0.110 -0.205 -0.540 0.504 0.085 0.095 0.058 0.110 0.143 0.104 0.146 0.135 0.150 0.149 0.151 0.100 0.088 0.042 0.076 0.089 0.092 0.081 0.144 0.135 0.147 0.075 0.098 0.096 0.102 0.113 0.105 0.119 0.096 0.071 0.091 -0.115 -0.209 -0.206 -0.199 -0.191 -0.107 0.093 0.089 0.050 0.126 0.117 0.124 0.126 0.089 0.083 0.090 -0.102 -0.214 -0.198 -0.200 -0.189 -0.106 0.091 0.087 0.089 0.129 0.096 0.123 0.122 0.087 0.084 0.092